[1]
{"formula": "C51H42F2N12O11Rb", "method": "the ωB97M-V functional and the def2-TZVPD basis", "species": ["Rb", "N", "C", "N", "C", "N", "N", "C", "C", "C", "C", "C", "C", "N", "C", "C", "C", "C", "C", "C", "H", "H", "H", "H", "H", "H", "H", "H", "H", "H", "H", "F", "C", "C", "C", "C", "O", "C", "C", "N", "C", "C", "C", "C", "C", "C", "N", "C", "C", "N", "C", "C", "C", "O", "O", "H", "H", "H", "H", "H", "H", "H", "H", "H", "H", "H", "H", "H", "H", "H", "H", "H", "H", "N", "C", "C", "C", "C", "C", "C", "C", "H", "H", "H", "H", "H", "F", "C", "C", "N", "C", "C", "O", "O", "C", "O", "N", "C", "O", "H", "H", "H", "H", "O", "C", "O", "C", "C", "C", "C", "C", "C", "N", "O", "O", "H", "H", "H", "H"], "xyz": [[-1.9274, -0.6301, -0.3928], [-4.1324, 2.6714, -2.8333], [-3.3420, 1.6695, -2.3858], [-3.6292, 0.4164, -2.4668], [-4.8568, 0.0392, -2.9920], [-5.2753, -1.1739, -2.9610], [-4.3776, -2.1029, -2.4740], [-4.6808, -2.6112, -1.3527], [-3.8311, -3.6391, -0.7110], [-4.3627, -4.3656, 0.3523], [-3.5554, -5.2600, 1.0301], [-2.2400, -5.3991, 0.6235], [-1.8067, -4.6478, -0.4580], [-2.5696, -3.7882, -1.1235], [-5.7157, 1.0716, -3.6025], [-6.8953, 0.7749, -4.2833], [-7.6616, 1.7818, -4.8357], [-7.2536, 3.1103, -4.7143], [-6.0877, 3.4265, -4.0490], [-5.3167, 2.4045, -3.4921], [-3.7572, 3.6058, -2.7926], [-2.3816, 1.9895, -2.0027], [-5.5596, -2.2861, -0.7923], [-5.3852, -4.1864, 0.6568], [-3.9325, -5.8054, 1.8859], [-1.5451, -6.0275, 1.1610], [-0.7717, -4.7125, -0.7805], [-7.1868, -0.2639, -4.3596], [-8.5765, 1.5433, -5.3627], [-7.8523, 3.9023, -5.1467], [-5.7589, 4.4541, -3.9536], [4.1417, -1.5794, 0.0732], [3.8798, -0.2695, -0.1759], [2.7478, 0.0964, -0.8417], [2.5052, 1.4510, -1.0749], [1.1279, 1.8215, -1.5379], [0.2909, 0.9411, -1.3964], [0.9813, 3.2109, -1.9222], [1.9795, 4.0555, -1.5694], [3.1395, 3.7368, -0.9091], [4.0293, 4.7841, -0.4947], [3.4386, 5.9779, 0.1879], [4.2591, 4.9969, 0.9753], [3.4442, 2.4096, -0.6883], [4.5816, 2.0095, 0.0281], [4.7687, 0.6767, 0.3274], [5.7781, 0.2999, 1.2657], [7.0907, -0.0293, 0.7782], [8.0874, 0.1895, 1.9042], [7.6602, -0.6377, 3.0909], [6.2459, -0.3232, 3.5315], [5.3477, -0.5651, 2.3415], [-0.2386, 3.8775, -2.6197], [-0.2352, 5.1245, -2.5869], [-1.0422, 3.1017, -3.1644], [1.9925, -0.6243, -1.1285], [1.8165, 5.1071, -1.7691], [4.8667, 4.9598, -1.1634], [2.3694, 5.9660, 0.3464], [3.8575, 6.9452, -0.0485], [3.7299, 4.3361, 1.6488], [5.2529, 5.2884, 1.2886], [5.2459, 2.7383, 0.4682], [7.3528, 0.6241, -0.0527], [7.1653, -1.0715, 0.4146], [8.0683, 1.2262, 2.2345], [9.1011, -0.1097, 1.6419], [8.3118, -0.5143, 3.8634], [7.6906, -1.6241, 2.8234], [6.2268, 0.7225, 3.8335], [6.0166, -0.9702, 4.3764], [4.3249, -0.3164, 2.6184], [5.3640, -1.6341, 2.0726], [-0.7065, -1.7637, -3.0289], [-0.0332, -2.4150, -3.6919], [0.7762, -3.2966, -4.4868], [0.6930, -4.6709, -4.2683], [1.4644, -5.5318, -5.0306], [2.3129, -5.0277, -6.0072], [2.3911, -3.6590, -6.2245], [1.6245, -2.7885, -5.4669], [0.0173, -5.0445, -3.5106], [1.3983, -6.5992, -4.8654], [2.9111, -5.7040, -6.6045], [3.0478, -3.2677, -6.9906], [1.6700, -1.7199, -5.6278], [-4.0800, -3.6074, 6.8071], [-4.2183, -3.0789, 5.5758], [-3.2366, -2.3566, 5.0206], [-3.3534, -1.7754, 3.7914], [-2.1867, -1.1789, 3.1443], [-1.3021, -2.2675, 2.4626], [-1.4035, -3.4183, 2.9222], [-0.5600, -1.8373, 1.5507], [-4.4376, -2.0422, 2.9870], [-4.5322, -1.6903, 1.8303], [-5.4527, -2.7571, 3.6106], [-5.4552, -3.3383, 4.8711], [-6.4035, -3.9823, 5.2785], [-2.2998, -2.1918, 5.5320], [-1.5777, -0.6975, 3.9115], [-2.5503, -0.4139, 2.4622], [-6.2725, -2.9130, 3.0445], [-3.5141, 2.8997, 2.7561], [-2.7115, 2.2672, 2.0552], [-2.9119, 1.5277, 1.0639], [-1.2311, 2.3807, 2.4891], [-0.9212, 2.8066, 3.7794], [0.3883, 2.8576, 4.2149], [1.3929, 2.5038, 3.3208], [1.1173, 2.0992, 2.0190], [-0.2055, 2.0367, 1.6132], [2.7740, 2.5431, 3.7719], [3.6586, 2.2313, 2.9728], [3.0085, 2.7237, 4.9560], [-1.7437, 3.0930, 4.4213], [0.6431, 3.1684, 5.2171], [1.9241, 1.8192, 1.3587], [-0.4503, 1.7107, 0.6101]], "forces_ev_per_angstrom": [[-0.1, -0.1, -0.3], [0.1, 0.1, 0.1], [-0.1, -0.1, -0.3], [-0.2, 0.0, 0.1], [0.0, -0.1, 0.0], [0.1, 0.0, 0.0], [-0.1, 0.1, 0.1], [0.1, 0.0, -0.1], [-0.1, 0.0, 0.0], [0.1, 0.0, 0.0], [0.0, 0.0, 0.0], [0.0, 0.0, 0.0], [0.0, 0.0, 0.0], [0.0, 0.0, 0.1], [0.0, 0.0, 0.0], [0.0, 0.0, 0.0], [0.0, 0.0, 0.0], [0.0, 0.0, 0.0], [0.0, 0.0, 0.0], [0.0, 0.0, 0.0], [0.1, 0.0, -0.1], [0.0, 0.0, 0.1], [0.0, 0.0, 0.0], [0.0, 0.0, 0.0], [0.0, 0.0, 0.0], [0.0, 0.0, 0.0], [0.0, 0.0, 0.0], [0.0, 0.0, 0.0], [0.0, 0.0, 0.0], [0.0, 0.0, 0.0], [0.0, 0.0, 0.0], [0.0, -0.1, 0.0], [-0.1, 0.0, 0.0], [0.0, 0.0, 0.0], [0.0, -0.1, -0.1], [0.4, -0.2, 0.5], [-0.6, 0.4, -0.6], [0.0, 0.0, -0.1], [-0.1, 0.0, 0.1], [0.0, 0.1, -0.1], [0.0, 0.0, 0.0], [0.0, -0.1, 0.0], [-0.1, 0.1, 0.0], [0.0, 0.0, 0.0], [0.0, 0.0, 0.0], [0.0, 0.1, 0.0], [0.1, 0.1, -0.1], [0.0, -0.1, 0.0], [0.0, 0.0, 0.0], [0.0, 0.0, 0.0], [0.0, 0.0, 0.0], [-0.1, 0.1, 0.1], [0.2, 0.1, -0.1], [0.0, -0.1, 0.0], [0.0, 0.0, 0.1], [0.0, 0.0, 0.0], [0.0, 0.0, 0.0], [0.0, 0.0, 0.0], [0.0, 0.0, 0.0], [0.0, 0.0, 0.0], [0.0, 0.0, 0.0], [0.0, 0.0, 0.0], [0.0, 0.0, 0.0], [0.0, 0.0, 0.0], [0.0, 0.0, 0.0], [0.0, 0.0, 0.0], [0.0, 0.0, 0.0], [0.0, 0.0, 0.0], [0.0, 0.0, 0.0], [0.0, 0.0, 0.0], [0.0, 0.0, 0.0], [0.0, 0.0, 0.0], [0.0, 0.0, 0.0], [0.1, 0.1, 0.0], [-0.1, -0.1, 0.1], [0.0, -0.1, 0.0], [0.0, 0.0, 0.0], [0.0, 0.0, 0.0], [0.0, 0.0, 0.0], [0.0, 0.0, 0.0], [0.0, 0.0, 0.0], [0.0, 0.0, 0.0], [0.0, 0.0, 0.0], [0.0, 0.0, 0.0], [0.0, 0.0, 0.0], [0.0, 0.0, 0.0], [0.0, 0.0, 0.0], [0.0, 0.0, 0.0], [0.0, 0.0, 0.0], [0.0, 0.0, 0.0], [0.0, -0.2, 0.0], [0.1, 0.0, 0.0], [0.0, 0.0, 0.1], [0.2, -0.2, 0.3], [0.0, 0.0, 0.0], [0.0, 0.0, 0.0], [0.0, 0.0, 0.0], [0.0, 0.0, 0.0], [0.0, 0.0, 0.0], [0.0, 0.0, 0.0], [-0.1, 0.1, 0.0], [0.1, 0.0, -0.1], [0.0, 0.0, 0.0], [0.0, 0.0, 0.0], [-0.1, 0.1, 0.0], [0.1, 0.1, 0.0], [-0.1, 0.0, -0.1], [0.0, 0.0, 0.0], [0.0, 0.1, 0.0], [0.0, 0.3, -0.1], [-0.1, 0.1, 0.1], [0.1, 0.0, 0.0], [0.0, -1.3, 0.3], [0.1, 0.3, 0.0], [0.0, 0.4, -0.2], [0.0, 0.0, 0.0], [0.0, 0.0, 0.0], [0.0, 0.0, 0.0], [0.0, 0.0, 0.2]], "orbital_gap_ev": 4.67, "total_charge": -1, "relative_energy_kcal_mol": 27.5, "homo_ev": -4.9, "molar_mass_g_mol": 1122.4}

=====

[2]
{"formula": "C51H42F3IN4O3PPtSb", "method": "the ωB97M-V functional and the def2-TZVPD basis", "species": ["Pt", "O", "C", "C", "C", "C", "N", "C", "C", "C", "C", "C", "C", "O", "C", "C", "N", "H", "H", "H", "H", "H", "H", "H", "H", "H", "H", "H", "H", "I", "C", "C", "N", "N", "C", "H", "H", "H", "F", "C", "C", "C", "C", "C", "C", "Sb", "C", "C", "C", "C", "F", "C", "C", "C", "C", "C", "C", "F", "C", "C", "H", "H", "H", "H", "H", "H", "H", "H", "H", "H", "H", "H", "O", "P", "C", "C", "C", "C", "C", "C", "C", "C", "C", "C", "C", "C", "C", "C", "C", "C", "C", "C", "H", "H", "H", "H", "H", "H", "H", "H", "H", "H", "H", "H", "H", "H", "H"], "xyz": [[0.3751, -0.8606, 1.3411], [-6.2741, -2.2599, 1.5589], [-5.7990, -1.2775, 2.4559], [-4.3066, -1.1856, 2.2988], [-3.5950, -0.1107, 2.8125], [-2.2261, -0.0737, 2.6516], [-1.5587, -1.0296, 2.0041], [-2.2328, -2.0789, 1.5232], [-3.5970, -2.1954, 1.6620], [-1.3696, -3.0948, 0.9197], [-1.8315, -4.2388, 0.3134], [-0.9311, -5.2188, -0.0750], [-1.4178, -6.4541, -0.8001], [-2.7768, -6.7275, -0.5435], [0.4090, -5.0143, 0.2156], [0.8091, -3.8221, 0.7862], [-0.0554, -2.8482, 1.0991], [-7.2356, -2.2837, 1.5891], [-6.0162, -1.5446, 3.4931], [-6.2388, -0.2963, 2.2710], [-4.0936, 0.6972, 3.3356], [-1.6238, 0.7310, 3.0341], [-4.1300, -3.0549, 1.2799], [-2.8888, -4.3994, 0.1531], [-0.7663, -7.2995, -0.5782], [-1.3352, -6.2634, -1.8701], [-2.8572, -7.2910, 0.2327], [1.1540, -5.7718, 0.0012], [1.8372, -3.6438, 1.0161], [1.0151, 4.0307, 4.9096], [1.6820, 2.3884, 3.8900], [2.8345, 2.2725, 3.1552], [2.8289, 1.0420, 2.6170], [1.7415, 0.3180, 2.9693], [1.0450, 1.1540, 3.7425], [3.6510, 2.9622, 2.9994], [3.5784, 0.6114, 2.1028], [0.1179, 0.8275, 4.1883], [6.4443, 3.5615, -1.2705], [5.5521, 2.5924, -1.0612], [4.2487, 2.9477, -0.7717], [3.3204, 1.9418, -0.5512], [3.7100, 0.5992, -0.6286], [5.0398, 0.2735, -0.9128], [5.9695, 1.2795, -1.1364], [2.3086, -0.9318, -0.3558], [1.3448, -1.1730, -2.1895], [0.9617, -0.0378, -2.9025], [0.2042, -0.1612, -4.0578], [-0.1607, -1.4262, -4.4732], [-0.9002, -1.5484, -5.5789], [0.2071, -2.5719, -3.7939], [0.9618, -2.4398, -2.6345], [3.6143, -2.5567, -0.1730], [4.0385, -2.9435, 1.1025], [4.9442, -3.9823, 1.2596], [5.4118, -4.6208, 0.1239], [6.2651, -5.6333, 0.2668], [5.0338, -4.2491, -1.1525], [4.1283, -3.2051, -1.2977], [3.9773, 3.9951, -0.7227], [2.2969, 2.2124, -0.3113], [5.3679, -0.7561, -0.9563], [7.0034, 1.0562, -1.3666], [1.2577, 0.9532, -2.5702], [-0.1032, 0.7012, -4.6369], [-0.0875, -3.5400, -4.1809], [1.2511, -3.3318, -2.0902], [3.6614, -2.4406, 1.9886], [5.2898, -4.3000, 2.2354], [5.4513, -4.7672, -2.0083], [3.8333, -2.9003, -2.2970], [-0.1464, 1.4115, 1.0078], [-1.0158, 2.3612, 0.1868], [-0.0711, 3.2942, -1.0138], [-0.3161, 3.2145, -2.3831], [0.3907, 4.0267, -3.2660], [1.3207, 4.9324, -2.7786], [1.5639, 5.0258, -1.4097], [0.8794, 4.2054, -0.5287], [-1.8129, 3.6320, 1.1816], [-2.0358, 4.9053, 0.6439], [-2.7140, 5.8700, 1.3775], [-3.1755, 5.5798, 2.6524], [-2.9562, 4.3225, 3.2005], [-2.2822, 3.3566, 2.4686], [-2.3085, 1.4917, -0.7111], [-2.1440, 0.1411, -1.0220], [-3.1302, -0.5425, -1.7222], [-4.2860, 0.1176, -2.1163], [-4.4561, 1.4654, -1.8191], [-3.4732, 2.1530, -1.1199], [-1.0658, 2.5274, -2.7609], [0.1961, 3.9693, -4.3308], [1.8564, 5.5754, -3.4664], [2.2749, 5.7516, -1.0335], [1.0602, 4.2832, 0.5395], [-1.6808, 5.1523, -0.3474], [-2.8758, 6.8519, 0.9520], [-3.7030, 6.3356, 3.2224], [-3.3034, 4.0987, 4.2027], [-2.0969, 2.3927, 2.9162], [-1.2400, -0.3712, -0.7261], [-2.9915, -1.5894, -1.9702], [-5.0566, -0.4169, -2.6586], [-5.3571, 1.9798, -2.1302], [-3.6165, 3.2026, -0.8874]], "forces_ev_per_angstrom": [[-0.4, -0.5, -0.5], [0.0, 0.1, 0.1], [0.1, -0.2, -0.2], [-0.1, -0.1, 0.0], [0.1, 0.1, 0.1], [-0.1, -0.1, 0.0], [-0.1, 0.7, 0.6], [-0.1, -0.1, -0.1], [-0.2, 0.0, -0.1], [-0.2, 0.1, 0.2], [-0.1, -0.1, 0.1], [0.0, -0.2, -0.2], [-0.1, 0.1, 0.1], [0.1, 0.1, 0.0], [0.1, 0.0, 0.1], [-0.3, -0.1, 0.1], [0.5, -0.1, -0.7], [0.0, 0.0, 0.0], [0.0, 0.0, 0.1], [0.0, 0.1, -0.1], [0.0, 0.0, 0.0], [0.0, -0.1, 0.0], [0.0, 0.1, 0.0], [0.0, 0.0, 0.0], [0.0, -0.1, 0.1], [0.0, 0.0, -0.1], [0.0, 0.0, 0.0], [0.0, 0.1, 0.0], [0.2, 0.1, 0.0], [-0.1, 0.2, 0.1], [-0.1, -0.1, -0.1], [0.3, 0.0, -0.1], [-0.1, -0.2, 0.1], [0.1, 0.9, 0.5], [0.0, -0.4, 0.0], [-0.1, -0.1, 0.0], [0.0, 0.0, -0.1], [0.1, 0.0, 0.0], [0.0, 0.0, 0.0], [0.1, 0.1, 0.0], [-0.2, 0.0, 0.1], [0.1, -0.1, 0.0], [0.1, 0.3, 0.0], [-0.1, 0.2, 0.0], [0.0, -0.2, 0.0], [0.1, 0.0, 0.3], [-0.1, -0.1, -0.2], [0.1, -0.1, -0.1], [0.0, 0.1, 0.1], [-0.1, 0.0, -0.1], [0.0, 0.0, 0.0], [0.1, -0.1, 0.1], [-0.1, 0.2, -0.1], [0.2, -0.2, -0.1], [0.1, 0.0, -0.1], [-0.1, 0.1, 0.0], [0.1, -0.1, 0.0], [0.0, 0.0, 0.0], [-0.1, 0.1, -0.1], [0.0, 0.0, 0.1], [0.0, -0.1, 0.0], [0.1, -0.1, 0.0], [0.0, 0.0, 0.0], [0.0, 0.0, 0.0], [0.0, -0.1, 0.0], [0.0, 0.0, 0.0], [0.0, 0.1, 0.0], [0.0, 0.0, 0.0], [0.0, 0.0, 0.0], [0.0, 0.0, 0.0], [0.0, 0.0, 0.1], [0.0, 0.0, 0.1], [0.0, 0.0, -0.1], [0.3, -0.3, 0.2], [0.2, 0.2, -0.1], [0.1, 0.0, 0.0], [0.0, 0.0, 0.1], [0.0, 0.0, 0.0], [-0.1, -0.1, 0.0], [-0.1, 0.0, -0.1], [-0.1, 0.2, 0.1], [-0.1, -0.1, 0.1], [0.0, -0.1, 0.0], [0.0, 0.0, 0.0], [0.0, 0.0, 0.0], [0.1, 0.1, 0.0], [-0.3, -0.1, 0.0], [-0.1, 0.1, -0.1], [0.0, 0.0, 0.0], [0.0, 0.0, 0.0], [0.1, 0.0, 0.0], [0.1, -0.1, 0.1], [0.0, 0.0, 0.0], [0.0, 0.0, 0.1], [0.0, 0.0, 0.0], [0.0, 0.0, 0.0], [0.0, 0.0, 0.0], [0.0, 0.0, 0.0], [0.0, 0.0, 0.0], [0.0, 0.0, 0.0], [0.0, 0.0, -0.1], [0.0, 0.2, 0.0], [0.1, -0.1, 0.0], [0.0, 0.0, 0.0], [0.0, 0.0, 0.0], [0.1, 0.0, 0.0], [0.0, -0.1, 0.0]], "orbital_gap_ev": 7.30, "total_charge": 2, "relative_energy_kcal_mol": 23.4, "homo_ev": -13.0, "molar_mass_g_mol": 1290.6}